C56H45N8ORuS2 | the ωB97M-V functional and the def2-TZVPD basis

Element x y z (Å)
Ru  -0.56  -0.37  0.31
C  0.42  3.90  1.44
C  0.12  4.68  0.33
C  -0.51  4.07  -0.72
C  -0.84  2.67  -0.67
N  -0.48  1.91  0.44
C  0.09  2.53  1.44
N  -1.49  2.22  -1.70
C  -2.08  0.96  -1.82
N  -2.06  -0.08  -0.89
C  -2.88  -1.10  -1.37
N  -3.12  -2.29  -0.87
C  -2.55  -2.88  0.22
C  -2.99  -4.19  0.51
C  -2.45  -4.90  1.54
C  -1.47  -4.29  2.34
C  -1.11  -3.01  2.03
N  -1.60  -2.31  1.00
C  -3.41  -0.67  -2.62
C  -4.25  -1.29  -3.54
C  -4.54  -0.62  -4.71
C  -4.00  0.67  -4.98
C  -3.19  1.31  -4.10
C  -2.88  0.62  -2.89
H  0.90  4.33  2.32
H  0.36  5.73  0.30
H  -0.82  4.61  -1.61
H  0.28  1.94  2.32
H  -3.76  -4.61  -0.13
H  -2.77  -5.91  1.75
H  -1.02  -4.80  3.18
H  -0.38  -2.49  2.65
H  -4.67  -2.27  -3.33
H  -5.19  -1.08  -5.44
H  -4.26  1.16  -5.92
H  -2.79  2.29  -4.30
C  2.81  -1.07  3.10
C  1.77  -0.48  2.38
N  1.23  -1.02  1.31
C  1.72  -2.22  0.87
C  2.73  -2.90  1.55
C  3.28  -2.29  2.69
C  3.18  -4.18  1.08
C  2.67  -4.71  -0.05
C  1.68  -4.00  -0.81
C  1.18  -4.47  -2.04
C  0.27  -3.72  -2.73
C  -0.17  -2.51  -2.18
N  0.25  -2.08  -1.01
C  1.19  -2.78  -0.34
H  3.22  -0.57  3.96
H  1.36  0.46  2.71
H  4.07  -2.79  3.24
H  3.94  -4.70  1.65
H  3.01  -5.67  -0.41
H  1.53  -5.42  -2.43
H  -0.11  -4.05  -3.69
H  -0.88  -1.89  -2.71
O  1.09  0.36  -1.35
S  1.99  1.57  -1.51
C  1.88  1.99  -3.27
C  1.91  0.78  -4.15
C  0.75  0.02  -4.31
C  0.77  -1.14  -5.08
C  1.95  -1.54  -5.70
C  3.10  -0.78  -5.55
C  3.08  0.37  -4.78
C  3.65  0.88  -1.43
C  4.72  1.89  -1.73
C  4.73  3.15  -1.11
C  5.72  4.07  -1.40
C  6.72  3.76  -2.31
C  6.73  2.51  -2.92
C  5.73  1.59  -2.64
H  2.70  2.69  -3.45
H  0.93  2.51  -3.33
H  -0.17  0.34  -3.84
H  -0.14  -1.71  -5.22
H  1.96  -2.44  -6.31
H  4.02  -1.09  -6.05
H  3.98  0.97  -4.68
H  3.66  0.03  -2.12
H  3.72  0.50  -0.41
H  3.95  3.39  -0.39
H  5.71  5.04  -0.91
H  7.49  4.48  -2.54
H  7.51  2.26  -3.63
H  5.75  0.61  -3.11
N  -1.43  0.12  2.44
S  -2.65  1.05  2.88
C  -2.07  2.29  4.03
C  -1.41  1.92  5.19
C  -0.93  2.92  6.03
C  -1.12  4.26  5.70
C  -1.78  4.61  4.53
C  -2.26  3.62  3.68
C  -3.71  0.08  3.94
C  -3.82  -1.27  3.67
C  -4.66  -2.05  4.45
C  -5.39  -1.47  5.48
C  -5.29  -0.10  5.72
C  -4.45  0.69  4.95
H  -1.09  -0.45  3.21
H  -1.29  0.88  5.46
H  -0.42  2.65  6.95
H  -0.76  5.03  6.36
H  -1.93  5.65  4.28
H  -2.78  3.88  2.77
H  -3.26  -1.71  2.85
H  -4.75  -3.11  4.25
H  -6.04  -2.07  6.09
H  -5.87  0.36  6.51
H  -4.38  1.75  5.14

Results
**LUMO level (alpha / beta)**: -5.212 / -7.738 eV
**Net charge**: +2
**Highest occupied orbital energy (alpha / beta)**: -0.388 / -0.468 hartree
**Gap between HOMO and LUMO (alpha / beta)**: 5.35 / 5.00 eV
**E**: -3565.0367 Eh
**Multiplicity**: 6
**<S²>**: 8.827

C56H46CoN4P3Si | the ωB97M-V functional and the def2-TZVPD basis

Element x y z (Å)
Co  -23.04  0.38  -6.00
C  -27.90  3.69  -5.44
C  -27.14  3.01  -6.43
C  -26.17  2.09  -6.04
C  -25.91  1.89  -4.68
C  -26.62  2.59  -3.69
C  -27.59  3.50  -4.09
P  -24.74  0.64  -4.22
C  -24.26  1.23  -2.49
C  -24.69  0.60  -1.32
C  -24.37  1.27  -0.11
C  -23.57  2.41  -0.06
C  -23.17  2.99  -1.25
C  -23.58  2.44  -2.47
C  -25.71  -0.89  -3.95
C  -26.85  -0.92  -3.15
C  -27.56  -2.06  -2.95
C  -27.09  -3.23  -3.55
C  -25.98  -3.24  -4.35
C  -25.25  -2.05  -4.59
Si  -23.94  -1.96  -6.03
C  -22.50  -3.22  -5.64
C  -22.76  -4.60  -5.61
C  -21.86  -5.45  -5.02
C  -20.65  -4.98  -4.52
C  -20.40  -3.64  -4.53
C  -21.32  -2.73  -5.08
P  -21.04  -0.87  -5.02
C  -20.95  -0.46  -3.25
C  -21.54  -1.27  -2.26
C  -21.53  -0.91  -0.93
C  -20.93  0.29  -0.59
C  -20.29  1.09  -1.55
C  -20.31  0.71  -2.89
C  -19.49  -0.29  -5.65
C  -18.31  -1.02  -5.64
C  -17.11  -0.45  -6.06
C  -17.04  0.90  -6.36
C  -18.23  1.60  -6.42
C  -19.45  1.04  -6.08
C  -24.92  -2.41  -7.65
C  -25.96  -3.39  -7.84
C  -26.56  -3.45  -9.06
C  -26.08  -2.70  -10.13
C  -25.14  -1.70  -9.89
C  -24.56  -1.54  -8.65
P  -23.25  -0.37  -8.40
C  -23.50  1.04  -9.48
C  -24.78  1.59  -9.49
C  -25.04  2.71  -10.25
C  -24.00  3.37  -10.90
C  -22.68  2.85  -10.85
C  -22.45  1.61  -10.21
C  -21.83  -1.29  -8.94
C  -21.80  -2.46  -9.68
C  -20.55  -2.94  -10.09
C  -19.37  -2.42  -9.60
C  -19.42  -1.20  -8.90
C  -20.63  -0.70  -8.58
H  -28.73  4.35  -5.74
H  -27.28  3.10  -7.48
H  -25.64  1.48  -6.72
H  -26.46  2.44  -2.62
H  -28.13  3.99  -3.26
H  -25.24  -0.31  -1.35
H  -24.58  0.70  0.79
H  -23.30  2.71  0.91
H  -22.59  3.93  -1.20
H  -23.34  3.07  -3.34
H  -27.22  -0.02  -2.78
H  -28.37  -2.08  -2.24
H  -27.55  -4.18  -3.49
H  -25.64  -4.19  -4.84
H  -23.69  -4.93  -6.13
H  -22.07  -6.52  -5.04
H  -19.97  -5.70  -4.10
H  -19.44  -3.30  -4.15
H  -22.14  -2.14  -2.57
H  -21.91  -1.60  -0.17
H  -20.93  0.62  0.43
H  -19.91  2.05  -1.24
H  -19.85  1.29  -3.70
H  -18.29  -2.04  -5.28
H  -16.20  -0.99  -6.08
H  -16.07  1.35  -6.52
H  -18.22  2.62  -6.74
H  -20.36  1.68  -6.10
H  -26.25  -4.05  -7.01
H  -27.33  -4.19  -9.22
H  -26.45  -2.76  -11.11
H  -24.88  -0.95  -10.63
H  -25.58  1.11  -8.89
H  -26.05  3.10  -10.32
H  -24.16  4.29  -11.43
H  -21.85  3.30  -11.38
H  -21.45  1.23  -10.09
H  -22.73  -2.94  -10.01
H  -20.57  -3.83  -10.67
H  -18.43  -2.92  -9.79
H  -18.49  -0.78  -8.61
H  -20.71  0.20  -8.06
N  -22.14  5.14  -4.08
C  -23.08  5.51  -4.95
N  -23.76  6.66  -4.75
N  -23.48  4.77  -6.04
C  -23.08  3.54  -6.01
N  -22.73  2.43  -5.92
H  -21.75  5.85  -3.48
H  -21.60  4.33  -4.22
H  -23.45  7.39  -4.10
H  -24.57  6.93  -5.37

Results
**LUMO level (alpha / beta)**: -4.194 / -6.976 eV
**Net charge**: +2
**Highest occupied orbital energy (alpha / beta)**: -0.414 / -0.489 hartree
**Gap between HOMO and LUMO (alpha / beta)**: 7.07 / 6.33 eV
**E**: -5076.4391 Eh
**Multiplicity**: 5
**<S²>**: 6.015

C56H47LaN3O2P4S2Te | the ωB97M-V functional and the def2-TZVPD basis

Element x y z (Å)
La  -21.51  8.39  -6.25
S  -23.67  8.58  -4.39
P  -23.68  10.62  -4.95
C  -22.79  10.74  -6.36
P  -22.40  11.18  -7.94
S  -21.35  9.54  -8.83
C  -21.54  12.74  -8.27
C  -21.22  13.60  -7.21
C  -20.69  14.86  -7.39
C  -20.19  15.09  -8.69
C  -20.34  14.18  -9.73
C  -21.03  12.96  -9.58
C  -23.93  11.25  -9.03
C  -24.33  12.51  -9.60
C  -25.64  12.66  -10.00
C  -26.50  11.53  -10.06
C  -26.06  10.28  -9.72
C  -24.79  10.17  -9.16
C  -22.94  11.66  -3.61
C  -23.64  12.10  -2.49
C  -23.11  12.99  -1.57
C  -21.80  13.37  -1.76
C  -21.03  12.96  -2.81
C  -21.65  12.16  -3.80
C  -25.39  11.18  -5.11
C  -26.32  10.34  -5.72
C  -27.67  10.50  -5.53
C  -28.15  11.59  -4.74
C  -27.25  12.57  -4.27
C  -25.89  12.38  -4.52
H  -21.40  13.29  -6.19
H  -20.53  15.55  -6.61
H  -19.75  16.01  -8.94
H  -19.93  14.52  -10.70
H  -21.00  12.12  -10.32
H  -23.80  13.44  -9.60
H  -25.98  13.66  -10.31
H  -27.51  11.70  -10.33
H  -26.64  9.45  -9.94
H  -24.37  9.21  -8.84
H  -24.67  11.75  -2.24
H  -23.66  13.41  -0.70
H  -21.28  13.99  -1.01
H  -20.01  13.34  -3.01
H  -21.13  11.79  -4.72
H  -25.88  9.53  -6.30
H  -28.35  9.87  -6.14
H  -29.22  11.68  -4.64
H  -27.64  13.44  -3.72
H  -25.25  13.28  -4.35
Te  -15.92  5.92  -6.70
C  -14.74  5.14  -8.32
C  -13.69  6.01  -8.79
C  -12.97  5.57  -9.95
N  -13.18  4.40  -10.50
C  -14.10  3.58  -10.00
C  -14.88  3.85  -8.90
C  -17.62  6.42  -7.77
P  -17.82  8.18  -7.75
C  -17.73  8.75  -9.38
C  -17.86  10.13  -9.60
C  -17.69  10.74  -10.84
C  -17.65  9.84  -11.92
C  -17.28  8.51  -11.72
C  -17.29  7.95  -10.44
C  -16.42  9.15  -6.95
C  -15.35  9.47  -7.76
C  -14.23  10.04  -7.18
C  -14.19  10.42  -5.85
C  -15.35  10.23  -5.08
C  -16.44  9.55  -5.65
P  -19.04  5.48  -7.40
C  -20.49  5.80  -8.43
C  -21.74  5.74  -7.75
C  -22.89  5.88  -8.49
C  -22.88  5.85  -9.88
C  -21.65  5.96  -10.52
C  -20.44  5.99  -9.81
C  -18.50  3.79  -7.35
C  -18.34  3.21  -8.63
C  -17.88  1.90  -8.72
C  -17.83  1.12  -7.62
C  -18.05  1.69  -6.33
C  -18.45  2.98  -6.17
H  -13.46  6.95  -8.36
H  -12.11  6.13  -10.34
H  -14.24  2.64  -10.53
H  -15.36  3.03  -8.33
H  -18.16  10.73  -8.75
H  -17.68  11.81  -10.90
H  -17.74  10.26  -12.95
H  -16.96  7.98  -12.62
H  -16.93  6.95  -10.23
H  -15.35  9.21  -8.83
H  -13.38  10.20  -7.87
H  -13.21  10.74  -5.43
H  -15.53  10.57  -4.11
H  -17.39  9.57  -5.10
H  -21.74  5.46  -6.72
H  -23.91  5.99  -8.04
H  -23.77  5.76  -10.51
H  -21.52  6.11  -11.58
H  -19.49  6.14  -10.36
H  -18.42  3.93  -9.48
H  -17.51  1.55  -9.73
H  -17.47  0.06  -7.67
H  -17.94  1.04  -5.45
H  -18.80  3.38  -5.18
N  -20.02  9.00  -3.97
N  -18.87  8.16  -3.98
C  -18.96  6.93  -4.69
O  -18.04  6.13  -4.69
O  -20.13  6.73  -5.28
H  -19.80  9.95  -3.58
H  -20.78  8.63  -3.37
H  -18.25  8.16  -3.13

Results
**LUMO level**: 1.873 eV
**Net charge**: -1
**Highest occupied orbital energy**: -0.082 hartree
**Energy above the lowest of the compared OMol25 structures with the same formula, charge and spin**: 98.1 kcal/mol
**Gap between HOMO and LUMO**: 4.09 eV
**E**: -4938.2754 Eh

C56H47N9P2PmS3Te | the ωB97M-V functional and the def2-TZVPD basis

Element x y z (Å)
Pm  0.94  -0.46  1.04
C  -0.12  -4.78  2.73
C  0.53  -3.46  2.50
N  0.00  -2.33  2.79
N  -1.16  -2.38  3.52
C  -1.88  -1.24  3.86
N  -2.90  -1.49  4.71
S  -1.58  0.24  3.25
C  1.95  -3.37  1.99
C  2.66  -4.44  1.52
C  4.01  -4.26  1.19
C  4.59  -3.05  1.42
C  3.79  -2.01  1.88
N  2.51  -2.16  2.13
H  -1.15  -4.75  2.39
H  -0.08  -5.03  3.80
H  0.39  -5.57  2.19
H  -1.37  -3.26  3.93
H  -3.21  -2.42  4.95
H  -3.55  -0.73  4.86
H  2.18  -5.40  1.39
H  4.59  -5.09  0.79
H  5.64  -2.87  1.22
H  4.20  -1.01  1.98
S  3.13  -0.96  -0.95
C  3.68  0.51  -0.31
N  3.26  0.94  0.87
C  4.03  2.06  1.26
C  4.00  2.67  2.52
C  4.88  3.71  2.77
C  5.75  4.18  1.78
C  5.79  3.57  0.54
C  4.94  2.49  0.30
S  4.86  1.49  -1.12
H  3.35  2.33  3.29
H  4.87  4.20  3.74
H  6.42  5.01  1.99
H  6.49  3.90  -0.22
Te  -1.52  -3.67  -0.58
C  -2.55  -4.29  -2.34
C  -2.13  -5.36  -3.11
C  -2.79  -5.63  -4.31
N  -3.81  -4.90  -4.79
C  -4.20  -3.86  -4.02
C  -3.61  -3.52  -2.82
C  -1.61  -1.66  -1.31
P  -2.01  -0.60  0.07
C  -2.33  0.99  -0.73
C  -2.37  2.17  0.00
C  -2.64  3.38  -0.63
C  -2.85  3.41  -2.00
C  -2.80  2.23  -2.75
C  -2.54  1.03  -2.11
C  -3.71  -1.11  0.45
C  -3.97  -2.02  1.47
C  -5.25  -2.49  1.70
C  -6.30  -2.08  0.89
C  -6.05  -1.18  -0.15
C  -4.77  -0.69  -0.36
P  0.15  -1.40  -1.59
C  0.41  -2.47  -3.02
C  1.43  -3.40  -3.08
C  1.53  -4.27  -4.16
C  0.60  -4.21  -5.18
C  -0.43  -3.27  -5.15
C  -0.53  -2.41  -4.06
C  0.46  0.25  -2.30
C  0.78  0.48  -3.63
C  1.06  1.75  -4.11
C  1.03  2.84  -3.25
C  0.73  2.64  -1.91
C  0.50  1.36  -1.46
H  -1.29  -5.97  -2.83
H  -2.44  -6.47  -4.92
H  -5.03  -3.27  -4.38
H  -3.96  -2.64  -2.29
H  -2.23  2.17  1.08
H  -2.69  4.30  -0.06
H  -3.04  4.35  -2.49
H  -2.96  2.26  -3.82
H  -2.50  0.09  -2.65
H  -3.15  -2.41  2.05
H  -5.43  -3.20  2.50
H  -7.30  -2.45  1.07
H  -6.87  -0.85  -0.76
H  -4.60  0.02  -1.17
H  2.15  -3.47  -2.27
H  2.31  -5.02  -4.19
H  0.66  -4.90  -6.02
H  -1.16  -3.22  -5.94
H  -1.36  -1.71  -3.98
H  0.82  -0.35  -4.32
H  1.32  1.90  -5.15
H  1.25  3.84  -3.61
H  0.64  3.47  -1.22
H  0.09  1.40  -0.44
C  1.29  1.92  4.93
C  1.35  1.11  3.82
N  0.99  1.53  2.60
C  0.58  2.76  2.43
C  0.52  3.68  3.49
C  0.84  3.23  4.75
C  0.04  5.06  3.31
C  0.15  5.89  2.28
C  0.87  5.78  0.98
C  0.56  6.68  -0.01
C  1.26  6.58  -1.20
N  2.24  5.69  -1.37
C  2.47  4.88  -0.33
N  1.82  4.85  0.84
H  1.54  1.53  5.90
H  1.67  0.08  3.93
H  0.27  3.04  1.43
H  0.75  3.91  5.60
H  -0.51  5.44  4.17
H  -0.35  6.84  2.41
H  -0.21  7.43  0.15
H  1.05  7.23  -2.03
H  3.26  4.14  -0.45

Results
**LUMO level (alpha / beta)**: -3.175 / -3.184 eV
**Net charge**: +1
**Highest occupied orbital energy (alpha / beta)**: -0.308 / -0.308 hartree
**Energy above the lowest of the compared OMol25 structures with the same formula, charge and spin**: 0.0 kcal/mol
**Gap between HOMO and LUMO (alpha / beta)**: 5.21 / 5.19 eV
**E**: -5408.4904 Eh
**Multiplicity**: 5
**<S²>**: 6.008

Which of these has the lowest E? C56H47N9P2PmS3Te

What is the E in the fourth record? -5408.4904 Eh